Entry 1:
Computed, not measured: the ion C5H12NO with charge +1, with ωB97M-V with the def2-TZVPD basis set.

Properties
LUMO energy ... -3.7 eV
Total charge ... +1
Structure (SMILES) ... CCC[C@@H]([NH3+])C=O
Orbital gap ... 11.24 eV
E ... -327.4466 a.u.
Relative energy (zero: lowest compared OMol25 entry of this formula, charge and spin) ... 0.353 eV

Geometry as XYZ:
```
19
Properties=species:S:1:pos:R:3:nbo_charge:R:1
C 1.463 -1.496 0.871 -0.6278
C 1.688 -0.189 0.122 -0.3980
C 0.510 0.803 0.225 -0.4160
C -0.818 0.165 -0.150 -0.1515
N -1.970 1.113 0.118 -0.6713
C -0.926 -0.182 -1.619 0.4280
O -1.791 0.301 -2.292 -0.4890
H 1.097 -1.353 1.887 0.2115
H 0.770 -2.176 0.368 0.1988
H 2.394 -2.045 0.960 0.2475
H 2.527 0.322 0.566 0.2361
H 1.926 -0.391 -0.928 0.2124
H 0.687 1.648 -0.446 0.2305
H 0.432 1.099 1.272 0.2246
H -1.046 -0.721 0.439 0.2489
H -2.795 0.781 -0.388 0.4624
H -1.823 2.078 -0.189 0.4488
H -2.150 1.150 1.120 0.4427
H -0.175 -0.907 -1.939 0.1617
```

***

Entry 2:
Computed, not measured: a cluster of 5 separate species, C12H37N3O5 in total in a non-equilibrium geometry, with ωB97M-V with the def2-TZVPD basis set.

Properties
LUMO energy ... 0.0 eV
Structure (SMILES) ... COC[C@H](C)N.COC[C@H](C)N.COC[C@H](C)N.O.O
Orbital gap ... 8.28 eV
E ... -1019.8001 a.u.
Relative energy (zero: lowest compared OMol25 entry of this formula, charge and spin) ... 0.795 eV

Geometry as XYZ:
```
57
Properties=species:S:1:pos:R:3:nbo_charge:R:1
C 23.003 0.388 -12.118 -0.2500
O 22.930 0.031 -13.497 -0.5595
C 22.839 -1.378 -13.659 -0.0531
C 22.920 -1.693 -15.123 -0.0767
C 21.890 -0.931 -15.941 -0.6236
N 22.848 -3.147 -15.346 -0.8188
H 22.884 1.461 -11.995 0.2008
H 23.982 0.085 -11.739 0.1704
H 22.215 -0.095 -11.535 0.1679
H 23.650 -1.831 -13.079 0.1765
H 21.940 -1.820 -13.209 0.1543
H 23.927 -1.411 -15.444 0.1906
H 21.854 -1.265 -16.977 0.2069
H 22.123 0.135 -15.929 0.2297
H 20.919 -1.049 -15.452 0.1965
H 22.780 -3.302 -16.343 0.3571
H 21.971 -3.441 -14.925 0.3402
C 20.862 6.009 -17.030 -0.2460
O 20.695 4.911 -16.150 -0.5504
C 21.948 4.518 -15.566 -0.0718
C 21.886 3.095 -15.063 -0.0733
C 20.996 2.995 -13.829 -0.6257
N 23.223 2.614 -14.749 -0.8652
H 21.302 6.877 -16.530 0.1640
H 19.830 6.264 -17.273 0.1871
H 21.431 5.735 -17.921 0.1683
H 22.761 4.573 -16.301 0.1755
H 22.252 5.309 -14.871 0.1694
H 21.405 2.440 -15.793 0.1862
H 21.479 3.355 -12.921 0.1909
H 20.704 1.945 -13.739 0.2002
H 20.042 3.503 -13.998 0.2133
H 23.106 1.716 -14.269 0.3748
H 23.594 3.162 -13.969 0.3784
C 27.094 4.833 -10.426 -0.2579
O 27.034 5.266 -11.780 -0.5698
C 27.024 6.651 -12.001 -0.0643
C 26.615 6.997 -13.447 -0.0716
C 26.814 8.484 -13.745 -0.6131
N 25.183 6.688 -13.674 -0.8341
H 27.607 3.878 -10.332 0.1938
H 26.100 4.826 -9.976 0.1822
H 27.696 5.546 -9.855 0.1731
H 26.408 7.200 -11.278 0.1584
H 28.033 7.046 -11.821 0.1595
H 27.261 6.401 -14.093 0.1974
H 27.845 8.804 -13.586 0.2069
H 26.190 9.105 -13.097 0.1976
H 26.563 8.789 -14.761 0.2290
H 24.899 5.772 -13.340 0.3816
H 24.666 7.291 -13.039 0.3349
O 24.488 3.887 -12.416 -0.9907
H 24.158 3.658 -11.532 0.4960
H 25.433 4.062 -12.294 0.4915
O 23.988 3.191 -9.713 -0.9553
H 23.112 3.207 -9.313 0.4850
H 24.500 2.593 -9.159 0.4852
```

***

Entry 3:
Computed, not measured: a structure of composition C30H47InO22 in a non-equilibrium geometry, with ωB97M-V with the def2-TZVPD basis set.

Properties
LUMO energy ... -12.4 eV
Total charge ... +2
Orbital gap ... 1.14 eV
E ... -3015.8625 a.u.

Geometry as XYZ:
```
100
Properties=species:S:1:pos:R:3:mulliken_charge:R:1
In -3.981 -1.487 7.445 1.0006
C 0.069 -0.358 1.017 -0.9275
C -0.644 0.848 1.601 0.0394
O -1.070 0.514 2.890 -0.0984
H 0.900 -0.559 1.694 0.3086
H 0.551 -0.261 0.044 0.3745
H -0.572 -1.239 0.996 0.3299
H -1.537 0.982 0.990 0.2804
H -0.059 1.767 1.566 0.3060
C 5.420 3.209 4.717 -1.4115
C 5.755 1.830 5.299 0.4954
C 5.909 0.709 4.270 -0.2995
O 7.190 0.178 4.543 -0.3371
C 7.781 0.807 5.589 0.7158
O 8.924 0.585 6.047 -0.5242
O 7.016 1.744 5.997 -0.3419
H 6.128 3.459 3.927 0.3627
H 5.492 3.980 5.484 0.3608
H 4.402 3.278 4.334 0.3587
H 4.878 1.594 5.903 0.1806
H 5.769 1.092 3.259 0.2815
H 5.153 -0.029 4.537 0.2555
C 4.776 5.701 -1.455 -1.3706
C 4.072 4.679 -2.379 0.4589
C 4.602 4.610 -3.772 -0.4096
O 5.103 3.293 -3.886 -0.3180
C 4.958 2.633 -2.767 0.6888
O 5.176 1.460 -2.503 -0.5530
O 4.393 3.430 -1.862 -0.3505
H 4.227 5.879 -0.530 0.3134
H 5.002 6.695 -1.842 0.3803
H 5.753 5.332 -1.143 0.3800
H 2.993 4.813 -2.464 0.2715
H 5.354 5.379 -3.950 0.2838
H 3.752 4.774 -4.435 0.2858
C -3.541 7.932 5.472 -1.4978
C -2.833 8.203 4.174 0.5583
C -1.519 7.504 3.930 -0.4187
O -1.611 7.290 2.569 -0.3276
C -2.840 7.318 2.115 0.7116
O -3.134 6.872 1.012 -0.5778
O -3.593 7.746 3.101 -0.3338
H -3.922 6.920 5.614 0.3622
H -4.452 8.527 5.526 0.3634
H -2.864 8.123 6.305 0.3857
H -2.673 9.278 4.091 0.2305
H -1.470 6.662 4.621 0.2740
H -0.641 8.117 4.134 0.3018
C -8.213 -0.204 -0.427 -1.4923
C -9.602 -0.047 -1.010 0.5623
C -10.476 -1.236 -0.747 -0.4356
O -11.627 -0.700 -0.131 -0.3512
C -11.398 0.596 0.232 0.6578
O -12.183 1.308 0.760 -0.4934
O -10.190 0.917 -0.241 -0.3530
H -7.558 0.657 -0.559 0.3416
H -7.664 -1.034 -0.872 0.3895
H -8.202 -0.345 0.654 0.3624
H -9.493 0.223 -2.061 0.2538
H -10.060 -1.907 0.005 0.2671
H -10.872 -1.693 -1.654 0.2931
C -1.213 2.109 -6.016 -1.3882
C -2.070 1.193 -5.172 0.4752
C -3.592 1.437 -5.196 -0.3803
O -4.166 0.168 -5.462 -0.3052
C -3.154 -0.695 -5.781 0.6369
O -3.352 -1.859 -6.191 -0.5375
O -1.967 -0.072 -5.746 -0.3193
H -1.151 3.042 -5.456 0.3915
H -1.632 2.361 -6.990 0.3533
H -0.196 1.726 -6.100 0.3354
H -1.699 1.224 -4.148 0.2059
H -3.811 2.076 -6.052 0.2834
H -3.885 1.935 -4.272 0.3097
C 4.325 -7.244 3.420 -1.3795
C 2.915 -6.906 2.923 0.3472
C 1.987 -8.110 2.754 -0.4160
O 0.848 -7.762 3.519 -0.3199
C 1.100 -6.611 4.159 0.7079
O 0.391 -6.109 5.026 -0.6110
O 2.346 -6.279 4.046 -0.3167
H 4.723 -6.330 3.861 0.3408
H 4.988 -7.586 2.626 0.3850
H 4.326 -7.922 4.274 0.3585
H 2.912 -6.268 2.040 0.3088
H 2.356 -8.990 3.281 0.2959
H 1.867 -8.292 1.686 0.3131
C 1.266 -6.355 -4.409 -1.4386
C 2.213 -7.538 -4.597 0.4757
C 1.578 -8.801 -5.223 -0.3767
O 2.282 -8.898 -6.437 -0.3169
C 3.222 -7.936 -6.528 0.6852
O 4.035 -7.878 -7.404 -0.4843
O 3.151 -7.130 -5.493 -0.3427
H 1.764 -5.388 -4.349 0.3462
H 0.633 -6.376 -3.522 0.3559
H 0.618 -6.275 -5.282 0.3707
H 2.767 -7.674 -3.668 0.2697
H 0.500 -8.677 -5.321 0.3119
H 1.771 -9.657 -4.576 0.2641
```

***

Entry 4:
Computed, not measured: a cluster of 13 separate species, C3H30NO13S in total in a non-equilibrium geometry, with ωB97M-V with the def2-TZVPD basis set.

Properties
LUMO energy (spin up / spin down) ... -0.4 / -3.7 eV
Orbital gap (spin up / spin down) ... 10.33 / 6.99 eV
E ... -1563.2843 a.u.
Spin multiplicity ... 2
Relative energy (zero: lowest compared OMol25 entry of this formula, charge and spin) ... 0.000 eV

Geometry as XYZ:
```
48
Properties=species:S:1:pos:R:3:lowdin_spin:R:1
O -0.642 -0.014 1.415 0.0028
C 0.476 -0.282 0.998 0.0099
N 1.297 0.657 0.440 0.0173
C 2.439 0.159 -0.383 0.0134
C 1.891 -0.733 -1.556 0.0729
S 0.344 -0.100 -2.402 0.8366
H 0.955 -1.260 1.134 -0.0001
H 1.069 1.644 0.282 0.0012
H 2.997 -0.501 0.264 0.0001
H 2.771 1.136 -0.701 0.0001
H 1.620 -1.749 -1.316 0.0005
H 2.696 -0.657 -2.329 0.0239
H 2.170 -4.527 -1.940 0.0000
H 1.004 -4.150 -1.012 0.0000
O 1.968 -4.178 -1.066 0.0000
H -1.131 1.671 -0.369 0.0072
H -0.199 2.646 -0.936 0.0018
O -0.761 2.536 -0.153 0.0075
H -0.138 2.578 -2.962 -0.0005
H 0.717 3.289 -3.980 0.0003
O 0.204 3.452 -3.181 -0.0007
H 1.865 3.880 -1.736 0.0000
H 1.895 2.307 -1.973 -0.0006
O 2.094 3.026 -1.373 -0.0007
H -3.909 -3.183 0.490 0.0000
H -3.467 -3.295 -1.058 0.0000
O -3.570 -3.763 -0.230 0.0000
H -4.038 0.706 1.047 0.0000
H -3.284 -0.027 -0.061 0.0000
O -4.110 -0.072 0.417 0.0002
H 3.273 -2.429 0.720 0.0000
H 2.707 -2.683 2.222 0.0000
O 3.353 -2.256 1.662 0.0001
H 3.618 1.094 2.076 0.0001
H 2.800 2.298 1.744 0.0000
O 3.481 2.009 2.364 0.0004
H -4.688 -1.334 1.618 0.0000
H -3.505 -1.902 2.371 0.0000
O -4.274 -2.189 1.863 0.0000
H -1.866 -3.279 -0.218 0.0000
H -0.931 -2.153 -0.593 0.0038
O -0.911 -3.108 -0.401 0.0019
H -1.894 0.974 1.852 0.0000
H -3.000 0.662 2.996 0.0000
O -2.783 1.177 2.216 0.0001
H 1.189 4.089 0.854 0.0000
H -0.109 3.593 1.134 0.0001
O 0.650 3.947 1.649 0.0003
```

***

Entry 5:
Computed, not measured: a cluster of 12 separate species, C29H82O19 in total in a non-equilibrium geometry, with ωB97M-V with the def2-TZVPD basis set.

Properties
LUMO energy ... 0.6 eV
Structure (SMILES) ... CC(C)O.CC(C)O.CC(C)O.CC(C)O.CC(C)O.OCCO.OCCO.OCCO.OCCO.OCCO.OCCO.OCCO
Orbital gap ... 10.35 eV
E ... -2583.4812 a.u.
Relative energy (zero: lowest compared OMol25 entry of this formula, charge and spin) ... 3.935 eV

Geometry as XYZ:
```
130
Properties=species:S:1:pos:R:3:mulliken_charge:R:1
C 17.083 6.645 12.211 -1.3472
C 16.758 7.982 11.549 0.6792
C 15.703 7.876 10.431 -1.1375
O 16.298 8.752 12.737 -0.5676
H 16.256 6.107 12.668 0.2934
H 17.924 6.869 12.986 0.2739
H 17.572 6.046 11.414 0.4448
H 17.658 8.380 11.005 0.3432
H 15.616 8.729 9.806 0.3139
H 14.653 7.709 10.771 0.2128
H 16.086 6.965 9.906 0.3777
H 16.181 9.655 12.395 0.1884
C 15.547 13.971 6.542 -1.5581
C 14.619 13.852 7.821 0.7900
C 13.692 12.661 7.957 -1.0264
O 15.390 13.938 8.973 -0.0892
H 16.347 13.219 6.639 0.2585
H 15.925 14.953 6.560 0.3871
H 15.113 13.777 5.548 0.3976
H 13.959 14.732 7.806 0.1116
H 13.308 12.375 7.003 0.5004
H 12.913 12.815 8.754 0.0950
H 14.264 11.800 8.326 0.0993
H 15.027 14.677 9.494 0.0163
C 18.453 18.654 11.818 -1.6009
C 18.234 17.191 12.201 0.8243
C 19.156 16.782 13.454 -1.1172
O 16.875 16.998 12.443 -0.2083
H 19.409 18.771 11.295 0.4159
H 18.453 19.358 12.619 0.3613
H 17.680 18.964 11.096 0.3571
H 18.533 16.503 11.443 0.1601
H 20.160 16.907 13.078 0.4427
H 18.869 15.715 13.640 -0.0510
H 18.910 17.306 14.360 0.3601
H 16.708 16.020 12.483 0.0539
C 9.430 9.258 10.726 -1.0338
C 9.626 10.707 10.202 1.0397
C 8.811 10.857 8.876 -1.4953
O 9.067 11.620 11.131 -0.5534
H 8.402 9.209 11.083 0.3519
H 10.033 9.139 11.583 -0.1919
H 9.583 8.466 10.044 0.5456
H 10.656 10.877 10.034 -0.0172
H 9.083 9.980 8.224 0.3448
H 9.146 11.795 8.433 0.3803
H 7.761 10.866 9.080 0.3455
H 8.765 11.222 11.921 0.2728
C 12.696 12.441 14.303 -1.1187
C 13.772 12.598 13.311 1.6140
C 13.225 12.372 11.910 -0.3918
O 14.257 13.916 13.260 0.0144
H 12.971 12.924 15.248 0.4133
H 12.297 11.432 14.493 -0.3064
H 11.843 13.092 13.920 0.3968
H 14.671 11.947 13.474 -0.5478
H 13.997 12.511 11.068 -0.3552
H 12.267 12.951 11.708 -0.1985
H 12.906 11.324 11.736 0.3772
H 14.165 14.437 14.093 -0.1312
O 16.884 11.347 11.745 -0.0844
C 18.132 11.919 12.360 0.1945
C 17.779 12.967 13.464 -0.9454
O 17.101 14.113 12.955 0.3023
H 16.773 11.730 10.852 -0.0157
H 18.752 11.051 12.669 0.2901
H 18.687 12.410 11.603 -0.3030
H 18.763 13.282 13.844 0.5680
H 17.303 12.512 14.267 0.4788
H 16.164 13.987 13.155 -0.1675
O 8.771 11.368 13.925 -0.5722
C 7.806 10.353 14.256 -0.4881
C 8.628 9.054 14.488 -0.1832
O 9.726 9.405 15.275 -0.5584
H 9.628 11.022 14.176 0.3833
H 7.191 10.622 15.201 0.2762
H 7.039 10.257 13.506 0.3596
H 8.928 8.628 13.484 0.0927
H 7.984 8.283 14.983 0.4022
H 10.191 8.578 15.398 0.3396
O 11.398 18.002 13.667 -0.5675
C 11.843 19.348 13.524 -0.0883
C 11.527 19.838 12.111 -0.4162
O 10.064 19.773 11.984 -0.5488
H 10.632 17.809 13.120 0.3236
H 11.475 20.113 14.202 0.3200
H 12.961 19.336 13.778 0.0119
H 11.862 19.168 11.326 0.1028
H 11.853 20.843 12.038 0.5012
H 9.871 20.288 11.217 0.2866
O 20.308 11.634 9.540 -0.5496
C 20.209 12.887 8.864 -0.8943
C 19.154 13.761 9.391 0.1100
O 17.990 12.988 9.319 -0.3100
H 19.604 11.054 9.160 0.3119
H 21.175 13.345 8.914 0.3810
H 19.955 12.614 7.762 0.2669
H 19.194 14.689 8.888 0.6128
H 19.425 14.146 10.424 0.0083
H 17.214 13.593 9.429 0.1399
O 13.606 7.910 12.827 -0.7207
C 13.259 9.069 13.618 1.5175
C 12.976 8.564 15.060 -0.5393
O 11.902 7.620 15.035 -0.5868
H 14.558 7.936 12.778 0.3553
H 13.932 9.931 13.491 -0.5398
H 12.262 9.343 13.206 -0.3660
H 12.599 9.316 15.787 0.2630
H 13.949 8.227 15.546 0.2665
H 12.109 6.963 14.341 0.3461
O 15.411 18.660 14.383 -0.6082
C 14.439 17.781 15.034 0.0110
C 15.147 16.760 15.960 -0.5443
O 14.437 15.470 16.054 -0.4826
H 16.085 18.166 13.905 0.2912
H 13.715 18.521 15.515 0.4810
H 13.778 17.201 14.266 -0.0930
H 15.276 17.322 16.919 0.3516
H 16.064 16.484 15.535 0.1459
H 13.663 15.533 16.617 0.2892
O 10.574 16.829 11.061 -0.3501
C 11.612 16.038 10.512 -0.4346
C 12.926 16.635 11.017 0.4622
O 13.947 15.642 10.876 0.0667
H 9.758 16.660 10.651 0.2295
H 11.477 15.053 10.892 0.2343
H 11.601 16.110 9.413 0.1734
H 12.723 16.900 12.054 -0.3923
H 13.263 17.544 10.469 0.2389
H 13.844 14.983 11.615 -0.2474
```

***

Entry 6:
Computed, not measured: a cluster of 2 separate species, C3H11NO in total in a non-equilibrium geometry, with ωB97M-V with the def2-TZVPD basis set.

Properties
LUMO energy ... 0.8 eV
Structure (SMILES) ... CCNC.O
Orbital gap ... 9.13 eV
E ... -250.8570 a.u.
Relative energy (zero: lowest compared OMol25 entry of this formula, charge and spin) ... 1.079 eV

Geometry as XYZ:
```
16
Properties=species:S:1:pos:R:3:nbo_charge:R:1
C 1.208 0.019 -0.254 -0.6298
C -0.186 -0.252 -0.815 -0.2347
N -1.095 -0.681 0.247 -0.6268
C -0.911 -2.074 0.644 -0.4202
H 1.624 -0.968 0.011 0.2002
H 1.312 0.690 0.615 0.1917
H 1.793 0.434 -1.092 0.2150
H -0.193 -0.879 -1.728 0.2004
H -0.649 0.720 -1.071 0.2111
H -0.954 -0.119 1.096 0.3440
H 0.172 -2.283 0.672 0.1569
H -1.360 -2.655 -0.179 0.1881
H -1.358 -2.408 1.595 0.2028
O 0.093 3.299 -0.253 -0.9404
H -0.111 4.224 0.014 0.4729
H 0.615 2.933 0.496 0.4689
```

***

Entry 7:
Computed, not measured: an isolated molecule of C5H7NO, with ωB97M-V with the def2-TZVPD basis set.

Properties
LUMO energy ... 0.9 eV
Orbital gap ... 8.42 eV
E ... -324.5572 a.u.
Relative energy (zero: lowest compared OMol25 entry of this formula, charge and spin) ... 4.553 eV

Geometry as XYZ:
```
14
Properties=species:S:1:pos:R:3:nbo_charge:R:1
O 0.098 1.563 0.888 -0.5389
C -0.403 0.634 1.638 0.3170
C 0.660 1.209 -0.675 0.0558
N 0.362 -0.121 -0.886 -0.4188
C 0.783 -0.972 0.268 -0.2237
C -0.606 -0.711 0.865 -0.3866
C -1.077 -0.341 -0.544 -0.2284
H 1.735 1.423 -0.656 0.2013
H 0.126 1.863 -1.375 0.2010
H 1.610 -0.573 0.871 0.1962
H 1.038 -1.976 -0.076 0.2082
H -1.127 -1.471 1.453 0.2166
H -1.514 -1.101 -1.193 0.2066
H -1.686 0.573 -0.578 0.1939
```